[1]
Below is a structure of composition C38H61I2N7O6SSiTi in a non-equilibrium geometry, with properties calculated with the ωB97M-V functional and the def2-TZVPD basis.

Summary:
E_LUMO (alpha / beta): -0.2 / -0.2 eV
DFT total energy: -4452.1118 a.u.
Max |F|: 1.77 eV/Å
ΔE to the lowest compared entry with this formula, charge and spin: 69.0 kcal per mole
Molecular weight: 1073.8 g mol⁻¹
Expectation value of S²: 2.028
HOMO-LUMO gap (alpha / beta): 4.102 / 7.198 eV
E_HOMO (alpha / beta): -4.3 / -7.4 eV

```
! RIJCOSX wB97M-V def2-TZVPD def2/J DEFGRID3
* xyz 0 3
Ti 0.33 0.56 1.06
I 4.67 -1.30 7.51
C 3.68 -0.70 5.74
C 3.77 -1.46 4.59
C 3.12 -1.02 3.46
I 3.26 -2.07 1.65
C 2.31 0.14 3.40
O 1.74 0.48 2.29
C 2.24 0.88 4.61
C 1.34 2.08 4.75
N -0.01 1.75 4.27
C -0.51 0.48 4.76
C -0.82 -0.60 3.73
C -1.27 -1.79 4.29
C -1.85 -2.77 3.52
C -2.04 -2.47 2.17
C -1.53 -1.31 1.66
N -0.84 -0.38 2.38
C 2.92 0.46 5.74
H 4.34 -2.38 4.57
H 1.32 2.38 5.81
H 1.70 2.94 4.17
H -0.64 2.50 4.53
H 0.20 0.05 5.49
H -1.45 0.64 5.31
H -1.18 -1.92 5.36
H -2.20 -3.69 3.95
H -2.58 -3.14 1.52
H -1.66 -1.09 0.61
H 2.83 1.03 6.65
C 0.40 1.69 -1.81
C -1.04 1.27 -1.45
N -1.28 1.56 -0.05
C -1.55 2.98 0.16
C -0.93 3.37 1.51
N 0.29 2.60 1.68
C 1.54 3.20 1.27
C 1.81 2.94 -0.23
N 1.28 1.64 -0.63
H 0.77 1.03 -2.60
H 0.40 2.70 -2.22
H -1.76 1.79 -2.11
H -1.14 0.19 -1.60
H -2.06 1.03 0.35
H -1.10 3.56 -0.64
H -2.63 3.19 0.16
H -0.76 4.45 1.56
H -1.63 3.08 2.30
H 0.33 2.24 2.64
H 1.57 4.29 1.46
H 2.35 2.73 1.84
H 1.33 3.72 -0.82
H 2.89 3.01 -0.42
H 2.02 0.95 -0.81
C -1.04 -2.13 -3.97
C 0.07 -1.29 -4.59
C 0.85 -2.11 -5.62
C -0.52 -0.03 -5.25
O 0.97 -0.83 -3.59
Si 1.62 -1.57 -2.28
S 0.48 -1.38 -0.54
O 2.92 -0.62 -1.95
C 4.03 -0.26 -2.77
C 4.47 -1.42 -3.65
C 3.62 0.92 -3.65
C 5.16 0.13 -1.81
O 1.88 -3.09 -2.78
C 2.09 -4.34 -2.16
C 0.97 -4.64 -1.17
C 2.08 -5.39 -3.29
C 3.44 -4.36 -1.45
H -1.75 -2.45 -4.74
H -1.57 -1.55 -3.22
H -0.60 -3.00 -3.49
H 0.18 -2.47 -6.41
H 1.30 -2.96 -5.13
H 1.63 -1.51 -6.07
H -1.15 -0.31 -6.09
H 0.29 0.60 -5.62
H -1.10 0.53 -4.53
H 3.66 -1.71 -4.31
H 4.73 -2.27 -3.03
H 5.33 -1.14 -4.25
H 2.75 0.64 -4.23
H 4.43 1.18 -4.33
H 3.38 1.79 -3.05
H 5.39 -0.71 -1.16
H 4.85 0.97 -1.19
H 6.05 0.41 -2.36
H 0.01 -4.53 -1.66
H 1.01 -3.93 -0.35
H 1.07 -5.65 -0.78
H 1.11 -5.41 -3.77
H 2.30 -6.37 -2.87
H 2.84 -5.14 -4.04
H 3.50 -3.50 -0.79
H 4.26 -4.31 -2.17
H 3.55 -5.26 -0.86
O -8.23 3.86 1.41
C -7.25 3.91 0.39
N -7.31 2.73 -0.39
C -6.53 1.59 -0.30
O -6.57 0.77 -1.19
C -5.63 1.47 0.85
C -5.90 1.90 2.17
C -4.92 1.76 3.12
C -3.69 1.22 2.76
N -3.43 0.77 1.52
C -4.39 0.86 0.62
H -8.26 4.71 1.87
H -6.24 4.01 0.83
H -7.44 4.78 -0.26
H -8.00 2.68 -1.12
H -6.88 2.30 2.42
H -5.10 2.05 4.15
H -2.88 1.12 3.46
H -4.18 0.46 -0.36
*
```

These are the Löwdin partial charges, in e, on atoms 1 to 99: 0.69 0.80 -0.72 -0.22 -0.59 1.07 -0.40 -0.27 -0.16 -0.14 -0.08 -0.15 -0.26 -0.06 -0.09 -0.08 -0.27 -0.06 -0.14 0.08 0.12 0.12 0.12 0.12 0.12 0.11 0.09 0.10 0.03 0.09 -0.18 -0.22 -0.14 -0.16 -0.15 -0.17 -0.17 -0.16 -0.13 0.09 0.11 0.13 0.05 0.06 0.12 0.12 0.12 0.10 0.04 0.12 0.11 0.11 0.12 0.08 -0.02 -0.63 -0.02 -0.02 -0.17 -0.10 0.49 -0.19 -0.63 -0.02 -0.02 -0.02 -0.14 -0.64 -0.05 -0.02 -0.03 0.09 0.08 0.07 0.09 0.07 0.09 0.09 0.08 0.07 0.08 0.07 0.09 0.07 0.09 0.08 0.08 0.08 0.09 0.08 0.02 0.09 0.08 0.09 0.09 0.00 0.08 0.09 -0.05


[2]
Below is the molecule CH2S2 in a non-equilibrium geometry, with properties calculated with the ωB97M-V functional and the def2-TZVPD basis.

Summary:
E_LUMO: -0.3 eV
SMILES: S=CS
DFT total energy: -835.6337 a.u.
Max |F|: 2.64 eV/Å
ΔE to the lowest compared entry with this formula, charge and spin: 8.9 kcal per mole
Molecular weight: 78.2 g mol⁻¹
HOMO-LUMO gap: 8.424 eV
E_HOMO: -8.8 eV

```
! RIJCOSX wB97M-V def2-TZVPD def2/J DEFGRID3
* xyz 0 1
C -0.06 -0.47 -0.06
H 0.07 1.82 0.02
H -0.49 -1.44 -0.34
S -0.34 0.98 -0.88
S 0.81 -0.88 1.25
*
```

Per-atom Löwdin charges, elementary charge units: -1.19 -0.14 -0.01 0.77 0.58


[3]
Below is the molecule C7H13N in a non-equilibrium geometry, with properties calculated with the ωB97M-V functional and the def2-TZVPD basis.

Summary:
E_LUMO: 1.0 eV
SMILES: C=NC(C)(C)C(=C)C
DFT total energy: -329.1706 a.u.
Max |F|: 4.73 eV/Å
ΔE to the lowest compared entry with this formula, charge and spin: 63.3 kcal per mole
Molecular weight: 111.2 g mol⁻¹
HOMO-LUMO gap: 10.209 eV
E_HOMO: -9.2 eV

```
! RIJCOSX wB97M-V def2-TZVPD def2/J DEFGRID3
* xyz 0 1
C 1.45 -0.72 1.51
C -1.55 -0.91 -1.91
C 0.20 -0.44 1.14
C -0.98 -0.68 2.03
C -0.14 1.82 -0.16
C 1.15 -0.05 -1.28
C -0.13 0.32 -0.37
N -1.37 -0.16 -0.91
H 2.40 -0.51 1.02
H 1.61 -0.94 2.59
H -2.62 -1.03 -2.24
H -0.74 -1.47 -2.39
H -0.53 -0.82 3.07
H -1.47 -1.64 1.60
H -1.54 0.19 1.82
H 0.31 2.18 -1.10
H 0.46 2.07 0.69
H -1.13 2.26 0.11
H 0.78 0.07 -2.37
H 1.97 0.69 -1.19
H 1.43 -1.06 -1.33
*
```

Per-atom Löwdin charges, elementary charge units: 0.01 -0.04 -0.29 -0.08 -0.05 -0.07 -0.49 0.01 0.05 0.06 0.08 0.07 0.10 0.11 0.06 0.08 0.07 0.09 0.09 0.08 0.05


[4]
Below is a structure of composition C23H33Br2CsN8O2 in a non-equilibrium geometry, with properties calculated with the ωB97M-V functional and the def2-TZVPD basis.

Summary:
E_LUMO: -0.1 eV
DFT total energy: -6652.9657 a.u.
Max |F|: 1.56 eV/Å
ΔE to the lowest compared entry with this formula, charge and spin: 22.2 kcal per mole
Molecular weight: 746.3 g mol⁻¹
HOMO-LUMO gap: 6.012 eV
E_HOMO: -6.1 eV

```
! RIJCOSX wB97M-V def2-TZVPD def2/J DEFGRID3
* xyz 0 1
Cs -0.10 0.82 0.62
Br 1.32 5.99 -0.22
C 2.62 4.63 -0.15
C 3.97 5.01 -0.04
C 4.98 4.10 0.02
Br 6.77 4.68 0.19
C 4.68 2.70 -0.02
C 5.65 1.68 0.06
C 5.25 0.38 0.03
C 3.87 0.10 -0.06
N 2.94 1.02 -0.14
C 3.33 2.32 -0.14
C 2.23 3.30 -0.23
O 1.06 2.83 -0.32
H 4.20 6.07 0.01
H 6.69 1.95 0.13
H 5.96 -0.44 0.08
H 3.55 -0.94 -0.08
C -5.58 -2.23 0.53
N -5.31 -1.27 -0.52
C -6.48 -0.55 -1.00
C -5.85 0.57 -1.81
N -4.66 0.83 -1.02
C -3.70 1.79 -1.48
C -4.24 -0.36 -0.45
N -3.04 -0.47 -0.03
C -2.44 -1.64 0.58
C -1.56 -2.36 -0.44
N -0.47 -3.07 0.20
C -0.44 -4.33 0.39
N 0.74 -4.94 0.79
C 1.89 -4.20 1.22
C 0.50 -6.29 1.23
C -0.75 -6.63 0.44
N -1.41 -5.34 0.34
C -2.61 -5.29 -0.45
H -6.56 -2.67 0.35
H -5.59 -1.77 1.53
H -4.86 -3.05 0.53
H -7.06 -0.13 -0.17
H -7.12 -1.20 -1.59
H -6.48 1.46 -1.88
H -5.61 0.23 -2.83
H -4.22 2.70 -1.78
H -3.10 1.43 -2.33
H -3.02 2.05 -0.67
H -3.11 -2.33 1.10
H -1.78 -1.29 1.38
H -1.12 -1.60 -1.10
H -2.20 -2.95 -1.10
H 1.92 -3.26 0.67
H 2.80 -4.76 1.01
H 1.87 -3.97 2.30
H 0.30 -6.34 2.31
H 1.35 -6.94 1.00
H -1.39 -7.35 0.94
H -0.48 -7.02 -0.56
H -3.18 -6.19 -0.25
H -2.42 -5.23 -1.53
H -3.23 -4.44 -0.15
C 0.06 -0.75 5.42
C -0.02 -1.07 3.95
N -0.06 -2.38 3.59
O -0.05 -0.20 3.10
H 0.04 -1.63 6.06
H -0.77 -0.10 5.67
H 0.98 -0.20 5.59
H -0.05 -3.11 4.27
H -0.12 -2.59 2.60
*
```

Per-atom Löwdin charges, elementary charge units: 1.34 0.73 -0.63 -0.19 -0.66 0.74 -0.20 -0.05 -0.06 -0.16 0.05 -0.15 -0.49 -0.44 0.09 0.07 0.10 0.09 -0.06 -0.09 -0.15 -0.15 -0.12 -0.05 -0.35 0.06 -0.29 -0.25 0.09 -0.36 -0.12 -0.05 -0.14 -0.15 -0.09 -0.05 0.09 0.10 0.05 0.13 0.12 0.12 0.13 0.09 0.10 0.07 0.09 0.03 0.09 0.09 0.08 0.09 0.08 0.12 0.12 0.12 0.13 0.09 0.10 0.06 0.01 -0.59 0.18 -0.22 0.07 0.09 0.09 0.10 0.08


[5]
Below is a cluster of 2 separate species, C6H10O in total in a non-equilibrium geometry, with properties calculated with the ωB97M-V functional and the def2-TZVPD basis.

Summary:
E_LUMO: 0.0 eV
SMILES: C=CC(=C)C=C.O
DFT total energy: -309.6881 a.u.
Max |F|: 6.51 eV/Å
ΔE to the lowest compared entry with this formula, charge and spin: 96.8 kcal per mole
Molecular weight: 98.1 g mol⁻¹
HOMO-LUMO gap: 8.746 eV
E_HOMO: -8.7 eV

```
! RIJCOSX wB97M-V def2-TZVPD def2/J DEFGRID3
* xyz 0 1
C 0.94 -0.30 -0.68
C 0.99 -1.61 -0.22
C -0.44 1.54 -1.85
C -0.33 0.40 -1.04
C -1.69 0.10 -0.38
C -1.88 0.66 0.82
H 1.73 0.24 -1.12
H 1.86 -1.95 0.36
H 0.31 -2.41 -0.42
H -1.37 1.92 -1.98
H 0.45 1.97 -2.38
H -2.29 -0.71 -0.89
H -2.19 0.01 1.68
H -1.56 1.69 1.09
H 1.23 -0.09 1.93
H 2.53 -0.97 2.37
O 1.72 -0.49 2.71
*
```

Per-atom Löwdin charges, elementary charge units: -0.13 0.03 0.07 -0.30 -0.17 -0.01 0.09 0.05 0.06 0.01 0.08 0.12 0.08 0.07 0.03 0.05 -0.11